No. 1
Formula: C10H16BCl3F4IrO
Source: OMol25
Level of theory: ωB97M-V with the def2-TZVPD basis set

Last column: Löwdin charge in e.
Geometry (Å):
1 C -0.94229 0.31948 -1.48042  -0.36
2 C -1.86298 1.05922 -0.65283  -0.43
3 C -2.10350 0.27788 0.55142  -0.45
4 C -2.58706 2.31503 -1.00647  -0.07
5 C -1.29241 -0.92040 0.45204  -0.38
6 C -0.72462 -0.95271 -0.85473  -0.28
7 C -0.01430 -2.09208 -1.48896  -0.04
8 C -0.42674 0.77823 -2.79142  -0.10
9 C -3.05966 0.62078 1.63418  -0.07
10 C -1.24031 -2.00511 1.48337  -0.09
11 Ir -0.17985 1.07659 0.63702  0.65
12 Cl -0.42998 2.89654 1.67834  -0.12
13 Cl 1.72492 1.86278 -0.32133  -0.09
14 Cl 1.00781 0.26655 2.40464  -0.13
15 H -2.68489 2.35944 -2.10570  0.08
16 H -2.02882 3.18817 -0.64935  0.05
17 H -3.57398 2.31481 -0.54905  0.06
18 H -2.52738 1.18382 2.42937  0.06
19 H -3.51279 -0.29726 2.01483  0.07
20 H -3.84475 1.28152 1.23743  0.07
21 H -1.21016 -1.63170 2.52925  0.06
22 H -0.36402 -2.63779 1.33953  0.07
23 H -2.13002 -2.64623 1.39757  0.07
24 H 0.73675 -2.52469 -0.82350  0.03
25 H 0.51864 -1.71397 -2.36236  0.07
26 H -0.69380 -2.87290 -1.84425  0.08
27 H -0.40725 1.88424 -2.86495  0.07
28 H -1.04945 0.41942 -3.63407  0.07
29 H 0.59643 0.42306 -2.98730  0.07
30 O 2.63523 -2.88110 -0.64168  -0.03
31 H 3.29509 -2.22488 -0.27836  0.05
32 F 4.35016 0.14924 0.96404  0.02
33 B 5.67646 0.17150 1.51182  -1.15
34 F 6.57435 0.75162 0.55635  0.03
35 F 5.69438 0.97082 2.70565  0.04
36 F 6.08079 -1.16992 1.80987  0.03

Computed properties:
- Multiplicity: 6
- LUMO (spin up / spin down): 4.6 / 3.4 eV
- Total charge: -2
- E_HOMO (spin up / spin down): 0.517 / -1.860 eV
- Kohn-Sham gap (spin up / spin down): 4.06 / 5.22 eV



No. 2
Formula: C35H28IrN5O2P
Source: OMol25
Level of theory: ωB97M-V with the def2-TZVPD basis set

Last column: Löwdin charge in e.
Geometry (Å):
1 Ir 0.71261 1.57478 0.41668  1.30
2 O -2.11117 4.15036 1.79970  0.07
3 C -1.54896 3.65338 0.85234  -0.55
4 O -0.23392 3.38008 0.81597  -0.27
5 C -2.50290 3.24265 -0.33965  -0.10
6 C -3.67476 4.05028 -0.49574  -0.01
7 C -4.52355 3.88759 -1.57227  -0.05
8 C -4.20060 2.90834 -2.51920  -0.06
9 C -3.13985 2.03657 -2.34168  -0.08
10 C -2.22522 2.29293 -1.29544  -0.31
11 P -0.68611 1.36683 -1.33999  0.93
12 C 0.01008 1.81476 -2.94507  -0.33
13 C 0.74384 3.01532 -2.95082  -0.11
14 C 1.55126 3.36290 -4.02249  -0.06
15 C 1.44876 2.58819 -5.17058  -0.06
16 C 0.69264 1.42804 -5.21216  -0.07
17 C 0.00686 0.99252 -4.10632  -0.07
18 C -1.13408 -0.37591 -1.50670  -0.35
19 C -2.45514 -0.75412 -1.19089  -0.09
20 C -2.94359 -2.03118 -1.41212  -0.07
21 C -2.02581 -3.04181 -1.66967  -0.04
22 C -0.64502 -2.68494 -1.89782  -0.05
23 C -0.24797 -1.34608 -1.97288  -0.12
24 H -3.97013 4.79721 0.31361  0.15
25 H -5.35154 4.56929 -1.78885  0.12
26 H -4.92966 2.69000 -3.31877  0.12
27 H -3.12094 1.13715 -2.96244  0.12
28 H 0.68016 3.60178 -2.01578  0.10
29 H 2.22269 4.20991 -3.94568  0.11
30 H 2.10705 2.75242 -5.98980  0.10
31 H 0.63076 0.79183 -6.09551  0.12
32 H -0.56731 0.07209 -4.15537  0.11
33 H -3.11294 -0.01404 -0.73800  0.11
34 H -3.99687 -2.26439 -1.18731  0.12
35 H -2.36647 -4.09001 -1.61005  0.12
36 H 0.13052 -3.43857 -2.04124  0.11
37 H 0.75730 -1.11816 -2.35930  0.11
38 N 1.92609 -7.73180 4.56479  0.17
39 C 1.71266 -6.70973 4.06978  -0.16
40 C 1.52341 -5.34479 3.56332  -0.23
41 C 0.23296 -4.85209 3.48405  0.00
42 C 0.13290 -3.59470 2.90107  -0.03
43 C 1.22777 -2.86153 2.46142  -0.19
44 C 2.50980 -3.38083 2.61489  -0.01
45 C 2.64853 -4.57148 3.32166  0.00
46 C 0.98518 -1.51001 1.91695  -0.08
47 C 1.77154 -1.13287 0.82240  -0.21
48 C 2.65874 -2.00813 -0.00866  0.01
49 C 3.43205 -1.21989 -0.80355  -0.06
50 C 2.95397 0.09745 -0.69117  -0.09
51 N 1.98613 0.11135 0.31851  -0.22
52 C 0.08778 -0.53437 2.47925  -0.19
53 C -0.56783 -0.60992 3.74842  0.01
54 C -1.27575 0.56708 3.95192  -0.05
55 C -1.07359 1.40623 2.87419  -0.03
56 N -0.18267 0.74336 2.00348  -0.12
57 H -0.58981 -5.50348 3.74073  0.13
58 H -0.83966 -3.18149 2.64121  0.12
59 H 3.33211 -2.80566 2.25003  0.11
60 H 3.55768 -4.84466 3.83120  0.13
61 H 2.68175 -3.05218 0.04219  0.10
62 H 4.23743 -1.59446 -1.38915  0.11
63 H 3.29940 0.95646 -1.26821  0.12
64 H -0.56047 -1.47065 4.45436  0.14
65 H -1.94328 0.73484 4.78809  0.12
66 H -1.47089 2.38089 2.76112  0.08
67 N 3.02600 1.62851 2.45092  -0.01
68 N 2.15732 2.48853 1.79695  -0.15
69 H 3.65406 1.23155 1.68678  0.11
70 H 2.54738 0.82724 2.86797  0.08
71 H 2.66989 3.19743 1.26481  0.13
72 H 1.57141 2.93579 2.45958  0.09

Computed properties:
- Multiplicity: 5
- LUMO (spin up / spin down): -2.7 / -6.0 eV
- Total charge: +1
- E_HOMO (spin up / spin down): -9.630 / -11.614 eV
- Kohn-Sham gap (spin up / spin down): 6.98 / 5.65 eV



No. 3
Formula: C4H6As2CaF15N2O8
Source: OMol25
Level of theory: ωB97M-V with the def2-TZVPD basis set

Last column: Löwdin charge in e.
Geometry (Å):
1 Ca -19.82782 10.20135 -38.25991  1.72
2 N -19.57599 11.12473 -42.27051  -0.72
3 O -19.81385 11.88550 -41.39612  -0.08
4 O -19.47465 10.00024 -41.80796  -0.10
5 O -19.50864 11.38148 -43.46116  -0.02
6 N -23.83184 8.42831 -37.36132  -0.75
7 O -25.00752 8.20390 -37.39007  -0.03
8 O -23.22871 8.75323 -36.34175  -0.10
9 O -23.12747 8.38646 -38.29936  -0.06
10 As -14.11347 11.07137 -39.56972  0.89
11 F -12.56815 11.53055 -40.41374  -0.33
12 F -14.89779 12.20607 -40.64747  -0.28
13 F -15.69307 10.62982 -38.77779  -0.33
14 F -13.25723 9.81232 -38.57026  -0.33
15 F -13.79378 12.18062 -38.23236  -0.29
16 F -14.37071 9.75293 -40.79063  -0.31
17 As -17.64981 4.90047 -38.26066  0.91
18 F -18.73638 4.62233 -39.68730  -0.31
19 F -16.37413 5.56299 -39.41850  -0.32
20 F -16.46259 4.90380 -36.94329  -0.30
21 F -18.83968 4.25463 -37.06164  -0.31
22 F -17.07890 3.27812 -38.70981  -0.32
23 F -18.14657 6.58635 -37.84731  -0.32
24 C -20.59594 13.59899 -35.48884  -0.46
25 O -21.31691 13.58877 -36.71562  -0.12
26 O -19.68751 12.54082 -35.71616  -0.28
27 C -20.09132 15.08469 -35.20918  -0.55
28 F -21.02589 16.01639 -35.29757  0.13
29 F -19.58820 15.16256 -33.95912  0.11
30 F -19.16875 15.51327 -36.13327  0.10
31 C -22.72833 13.89208 -36.61146  -0.25
32 C -23.39539 13.78548 -38.02464  -0.08
33 H -22.91268 13.03736 -38.65347  0.06
34 H -24.44808 13.50515 -37.98763  0.06
35 H -23.30198 14.69343 -38.62045  0.06
36 H -22.99965 14.83639 -36.13949  0.10
37 H -23.32489 13.14664 -36.08559  0.10
38 H -21.19749 13.49236 -34.58614  0.13

Computed properties:
- LUMO: 4.1 eV
- Total charge: -3
- E_HOMO: -2.156 eV
- Kohn-Sham gap: 6.29 eV



> Look up the total charge of the third one.

-3



> What is the formula in the second record?

C35H28IrN5O2P



> Which of these has the lowest total charge?

C4H6As2CaF15N2O8